[1]
# C4H7N3

The ion C4H7N3 with charge +2 in a non-equilibrium geometry (ωB97M-V with the def2-TZVPD basis set, the Open Molecules 2025 dataset).

Computed properties:
Total charge: +2
Energy above the lowest of the compared OMol25 structures with the same formula, charge and spin: 32.00 kcal/mol
E_HOMO: -19.93 eV
Structure (SMILES): [H]/N=C(\C)C(=[NH2+])[N+]#C
Gap between HOMO and LUMO: 7.62 eV
Multiplicity: 1
E_tot: -320.06414 Eh

The geometry in XYZ format:
```
14
Properties=species:S:1:pos:R:3:nbo_charge:R:1
H 1.5746 -0.7997 -2.1980 0.4306
N 1.3709 -0.8844 -1.1373 -0.4738
C 0.4052 -0.1976 -0.7120 0.1857
C -0.5732 0.5166 -1.4967 -0.7122
C 0.1691 -0.3944 0.7329 0.5085
N 0.8132 -1.3442 1.3273 -0.4961
N -0.4771 0.6011 1.4062 -0.2849
C -1.0291 1.5549 1.8223 0.6578
H -1.0638 1.4882 -1.1887 0.2688
H -1.5271 0.0245 -1.3238 0.2702
H -0.2305 0.5010 -2.5195 0.2911
H 1.3897 -1.8941 0.7217 0.4951
H 0.6364 -1.6543 2.3445 0.4933
H -1.4584 2.4824 2.2211 0.3659
```



[2]
# C5H12N2O

The molecule C5H12N2O in a non-equilibrium geometry (ωB97M-V with the def2-TZVPD basis set, the Open Molecules 2025 dataset).

Computed properties:
Energy above the lowest of the compared OMol25 structures with the same formula, charge and spin: 52.30 kcal/mol
E_HOMO: -8.63 eV
Structure (SMILES): CN[C@H](C=O)CCN
Gap between HOMO and LUMO: 9.60 eV
Multiplicity: 1
E_tot: -382.41918 Eh

The geometry in XYZ format:
```
20
Properties=species:S:1:pos:R:3:nbo_charge:R:1
C 1.2204 -2.5294 0.0879 -0.4217
N 0.5054 -1.4620 -0.6015 -0.6214
C 0.9509 -0.1077 -0.2734 -0.1313
C 1.1131 -0.0174 1.2875 0.4343
O 0.1764 -0.2070 2.0154 -0.5300
C -0.0660 0.9872 -0.6873 -0.4123
C -1.4871 1.0704 -0.1793 -0.2301
N -2.0679 2.3743 -0.5258 -0.8300
H 0.9564 -2.6347 1.1463 0.1783
H 2.2806 -2.3555 -0.0569 0.1936
H 0.9059 -3.4825 -0.3425 0.2059
H -0.5018 -1.4943 -0.5575 0.3667
H 1.9388 0.0959 -0.6898 0.1868
H 2.1454 0.1980 1.5887 0.1044
H 0.4129 1.9462 -0.4240 0.2015
H -0.0809 1.0470 -1.7790 0.2258
H -1.6047 0.8824 0.8819 0.1946
H -2.0574 0.2539 -0.6490 0.1781
H -3.0667 2.3753 -0.3548 0.3590
H -1.6736 3.0598 0.1132 0.3478
```



[3]
# C18H25N3O9S2

A cluster of 2 separate species, C18H25N3O9S2 in total in a non-equilibrium geometry (ωB97M-V with the def2-TZVPD basis set, the Open Molecules 2025 dataset).

Computed properties:
E_HOMO: -9.55 eV
Structure (SMILES): [H]/N=C\C[C@]1(CCSc2nnco2)C(=O)O[C@H](O)[C@H]1CC(=O)OC(C)=O.O=S1(=O)CCCC1
Gap between HOMO and LUMO: 9.78 eV
Multiplicity: 1
E_tot: -2338.66010 Eh

The geometry in XYZ format:
```
57
Properties=species:S:1:pos:R:3:nbo_charge:R:1
H -1.4641 3.1968 -2.9371 0.3200
N -1.7830 2.5147 -3.6237 -0.5822
C -1.1345 1.4374 -3.5127 0.1288
C -0.0532 1.2230 -2.4932 -0.4870
C -0.4710 0.2967 -1.3398 -0.1021
C 0.6519 -0.5997 -0.8328 -0.4399
C 1.7919 0.1515 -0.1209 -0.5206
S 3.3707 -0.6197 -0.6141 0.2684
C 4.4451 0.7632 -0.5055 0.3014
N 5.5191 0.9103 0.1173 -0.2911
N 5.9358 2.2104 -0.1535 -0.2806
C 5.0866 2.7211 -0.8900 0.2942
O 4.0769 1.8601 -1.1873 -0.4418
C -1.5702 -0.7408 -1.7593 0.8150
O -1.4177 -1.5436 -2.6351 -0.5598
O -2.6541 -0.6362 -0.9707 -0.4860
C -2.2298 0.0156 0.2354 0.3760
O -3.3436 0.5022 0.8831 -0.6805
C -1.3148 1.0730 -0.3278 -0.2661
C -0.6896 2.1030 0.6309 -0.5305
C -1.1227 3.4964 0.2450 0.8171
O -2.2017 3.9308 0.5429 -0.5000
O -0.2775 4.2752 -0.5673 -0.5426
C 0.9838 4.4531 -0.0909 0.8012
C 1.9217 5.0121 -1.1182 -0.7170
O 1.3037 4.2215 1.0453 -0.5698
H -1.3665 0.6241 -4.1856 0.1921
H 0.2319 2.1763 -2.0629 0.2054
H 0.8425 0.8215 -2.9584 0.2344
H 1.0607 -1.1107 -1.6949 0.2367
H 0.2531 -1.3459 -0.1569 0.2551
H 1.6786 0.1305 0.9543 0.2287
H 1.8106 1.1817 -0.4491 0.2144
H 5.0764 3.7092 -1.2782 0.2006
H -1.6780 -0.7264 0.8103 0.1569
H -3.1816 0.3969 1.8213 0.4816
H -2.0016 1.6601 -0.9356 0.2350
H -1.1024 1.9503 1.6161 0.2518
H 0.3865 2.0565 0.6883 0.2411
H 1.8943 4.4281 -2.0280 0.2387
H 1.5946 6.0221 -1.3280 0.2520
H 2.8968 5.0068 -0.6688 0.2356
O -0.8797 -3.0443 0.4504 -0.9513
S -0.8523 -3.3224 1.8675 2.1668
O -0.2876 -2.3715 2.7931 -0.9459
C -2.5051 -3.7592 2.3915 -0.6763
C -2.5726 -5.2704 2.1950 -0.4068
C -1.2356 -5.8203 2.7114 -0.4009
C -0.1217 -4.9409 2.1276 -0.6764
H -3.2324 -3.2090 1.7970 0.2614
H -2.5975 -3.4899 3.4434 0.2413
H -3.4202 -5.7021 2.7241 0.2304
H -2.6837 -5.5028 1.1340 0.2213
H -1.2153 -5.7655 3.8014 0.2113
H -1.0945 -6.8633 2.4341 0.2303
H 0.7232 -4.8394 2.8037 0.2573
H 0.2192 -5.3082 1.1617 0.2533
```



[4]
# C11H18NO

The ion C11H18NO with charge +1 in a non-equilibrium geometry (ωB97M-V with the def2-TZVPD basis set, the Open Molecules 2025 dataset).

Computed properties:
Total charge: +1
Energy above the lowest of the compared OMol25 structures with the same formula, charge and spin: 131.61 kcal/mol
E_HOMO (alpha / beta): -12.38 / -12.37 eV
Gap between HOMO and LUMO (alpha / beta): 7.67 / 7.67 eV
Multiplicity: 1
E_tot: -559.47375 Eh

The geometry in XYZ format:
```
31
Properties=species:S:1:pos:R:3:nbo_charge:R:1
C 2.5651 -0.0323 0.9026 -0.1435
C 1.9145 -0.9794 0.2298 -0.2143
C 2.0534 1.3232 1.2517 -0.4554
C 1.1019 1.6800 0.1436 -0.5766
C -0.3550 -1.1691 1.0939 -0.1949
C -3.6531 0.6046 0.6663 -0.1281
C 0.4274 -0.7818 -0.2230 -0.2474
C 0.3117 0.6746 -0.6093 0.5761
C -2.1268 0.4832 0.4562 0.1489
C -0.0252 -1.6860 -1.3889 -0.6198
C -0.1855 1.0967 -1.9347 -0.7663
N -1.7848 -1.0742 0.8115 -0.6272
O -3.1028 0.5502 -0.5791 -0.5198
H 3.5431 -0.2786 1.3899 0.2377
H 2.4475 -1.9716 0.1190 0.2550
H 1.6890 1.2901 2.2940 0.2467
H 2.8902 2.0777 1.1193 0.2496
H 0.5063 2.5321 0.3878 0.2868
H 1.7830 2.1411 -0.5944 0.2678
H -0.1149 -2.2722 1.3283 0.2398
H -0.0608 -0.4761 1.9004 0.2424
H -4.2157 -0.2610 0.9990 0.1626
H -4.0935 1.5815 0.8979 0.2040
H 0.1676 -2.7622 -0.9797 0.2337
H 0.3902 -1.4883 -2.3419 0.2523
H -1.0601 -1.6407 -1.5757 0.2023
H -1.1515 0.6967 -2.1806 0.2710
H 0.4515 1.0419 -2.7736 0.2805
H -0.2617 2.2167 -1.7940 0.2536
H -1.7626 -1.5168 -0.0921 0.4288
H -2.5131 -1.4335 1.5053 0.4537
```



[5]
# C4H6N2OS

The molecule C4H6N2OS in a non-equilibrium geometry (ωB97M-V with the def2-TZVPD basis set, the Open Molecules 2025 dataset).

Computed properties:
Energy above the lowest of the compared OMol25 structures with the same formula, charge and spin: 114.73 kcal/mol
E_HOMO: -8.28 eV
Structure (SMILES): O/N=C/C/C=N\C=S
Gap between HOMO and LUMO: 8.86 eV
Multiplicity: 1
E_tot: -738.82184 Eh

The geometry in XYZ format:
```
14
Properties=species:S:1:pos:R:3:nbo_charge:R:1
O -0.5460 2.6063 0.0460 -0.5625
N -0.1726 1.3254 0.1830 -0.1182
C -0.7772 0.4922 -0.5354 0.0437
C -0.5232 -0.9430 -0.5258 -0.5342
C 0.5810 -1.5439 0.3178 0.1985
N 1.5981 -0.9849 0.8035 -0.4013
C 2.1371 0.2299 0.8237 -0.0475
S 3.1334 0.6960 -0.3589 -0.1245
H 0.0951 3.2691 0.2915 0.4921
H -1.5857 0.9646 -1.2177 0.1825
H -0.2084 -1.3281 -1.4159 0.2527
H -1.3836 -1.5611 -0.2579 0.2401
H 0.4578 -2.6598 0.5806 0.1888
H 1.9416 0.7771 1.6333 0.1900
```



[6]
# C7H7N2O

A cluster of 2 separate species, C7H7N2O in total in a non-equilibrium geometry (ωB97M-V with the def2-TZVPD basis set, the Open Molecules 2025 dataset).

Computed properties:
Total charge: +1
Energy above the lowest of the compared OMol25 structures with the same formula, charge and spin: 142.35 kcal/mol
E_HOMO (alpha / beta): -14.26 / -14.26 eV
Gap between HOMO and LUMO (alpha / beta): 7.86 / 7.86 eV
Multiplicity: 1
E_tot: -455.19552 Eh

The geometry in XYZ format:
```
17
Properties=species:S:1:pos:R:3:nbo_charge:R:1
C -1.5109 -2.4560 0.0692 0.2393
C -0.6288 -2.2857 -0.8513 -0.0435
C -1.8738 -1.6146 1.0621 -0.0121
C 0.1156 -1.2246 -0.7738 0.2639
C -0.2171 -0.2551 0.1979 0.0418
C 0.4199 1.2089 0.4845 0.6112
C -0.3154 2.0475 1.3944 -0.7455
N -1.1857 -0.4748 1.0301 -0.3282
N 1.9117 -0.5191 -2.1270 -0.8589
O 1.4761 1.4926 -0.0873 -0.5342
H -2.7622 -1.6479 1.6740 0.2644
H 0.2008 2.6591 2.0856 0.2817
H -1.1567 1.6011 1.8700 0.2647
H -0.6772 2.7928 0.6565 0.2800
H 2.3123 -1.4233 -2.2162 0.4136
H 2.2551 0.1648 -1.4666 0.4424
H 1.6364 -0.0656 -3.0020 0.4193
```